{"formula": "C5H8BrClO", "method": "wB97M-V/def2-TZVPD", "symbols": ["Br", "Cl", "O", "C", "C", "C", "C", "C", "H", "H", "H", "H", "H", "H", "H", "H"], "positions_angstrom": [[-3.757, -1.415, -0.301], [-2.636, 0.905, 1.189], [0.907, -1.185, -0.033], [0.230, 0.000, -0.405], [0.661, 1.409, -0.129], [-2.951, 0.320, -0.334], [-0.899, -0.190, -1.179], [1.943, -1.153, 0.966], [0.261, 1.874, 0.729], [0.280, 2.028, -0.857], [2.051, -2.235, 1.336], [-1.052, -1.150, -1.511], [1.865, -0.539, 1.778], [1.689, 1.593, -0.073], [2.794, -0.892, 0.450], [-1.385, 0.630, -1.628]], "forces_ev_per_a": [[-0.03, -0.20, 0.31], [0.11, 0.35, 1.68], [-1.22, 2.21, 0.45], [-1.13, -1.42, -1.01], [0.11, -1.57, 0.93], [-0.83, -0.07, -1.28], [3.16, 1.06, 1.59], [-0.87, -3.76, -1.44], [-0.68, -0.06, 1.69], [-0.78, 1.09, -2.09], [-0.22, 1.62, -0.58], [-0.77, -2.01, -0.67], [-1.07, 1.84, 2.07], [1.79, -0.14, -0.02], [2.34, 0.47, -0.95], [0.08, 0.60, -0.70]], "mulliken_charge": [-0.10, -0.05, -0.31, 1.21, -1.55, 0.04, -1.70, -0.86, 0.38, 0.46, 0.22, 0.57, 0.39, 0.45, 0.38, 0.46], "homo_lumo_gap_ev": 7.4, "homo_energy_ha": -0.29618, "charge": 0, "lumo_energy_ev": -0.64}

---

{"formula": "C5H8BrN", "method": "wB97M-V/def2-TZVPD", "symbols": ["Br", "N", "C", "C", "C", "C", "C", "H", "H", "H", "H", "H", "H", "H", "H"], "positions_angstrom": [[-4.491, -0.923, 0.419], [-2.470, -2.567, -0.392], [-0.992, 1.788, 0.798], [-0.185, 0.703, 0.331], [0.398, -0.268, 0.050], [1.128, -1.375, -0.438], [-3.112, -2.185, 0.634], [-2.578, -2.226, -1.389], [-1.814, 1.585, 1.430], [0.499, -2.001, -0.980], [-0.492, 2.651, 1.269], [-1.465, 2.178, -0.087], [2.027, -1.162, -1.053], [-1.723, -3.385, -0.377], [1.513, -1.822, 0.445]], "forces_ev_per_a": [[0.01, 0.34, -0.71], [2.23, -1.70, -3.61], [0.05, 1.92, -0.66], [-1.63, 2.24, 1.95], [1.36, -1.11, -1.49], [2.08, 0.31, 0.13], [0.10, -0.83, 2.40], [-0.17, -0.20, 1.30], [-0.69, -1.00, 0.87], [-0.95, -1.48, -0.88], [0.35, -0.57, -0.27], [-0.33, 0.59, -0.48], [-0.67, 0.34, 0.19], [-2.14, 2.41, 0.64], [0.41, -1.27, 0.62]], "mulliken_charge": [-0.14, -0.23, -1.39, 0.48, 0.52, -1.44, -0.14, 0.21, 0.31, 0.27, 0.30, 0.32, 0.30, 0.29, 0.33], "homo_lumo_gap_ev": 8.9, "homo_energy_ha": -0.30613, "charge": 0, "lumo_energy_ev": 0.60}

---

{"formula": "C5H8BrNO", "method": "wB97M-V/def2-TZVPD", "symbols": ["Br", "O", "N", "C", "C", "C", "C", "C", "H", "H", "H", "H", "H", "H", "H", "H"], "positions_angstrom": [[-1.382, -2.281, 2.384], [1.354, -3.660, 0.060], [-0.246, -2.290, 1.052], [-1.288, -0.063, -0.657], [-0.166, 0.023, 0.111], [1.181, -0.222, -0.491], [0.557, -3.091, 0.711], [-0.107, 0.774, 1.425], [-1.428, -0.553, -1.559], [1.134, -0.030, -1.543], [0.346, 0.082, 2.204], [-2.187, 0.449, -0.359], [-1.036, 1.039, 1.740], [2.007, 0.415, -0.045], [1.440, -1.336, -0.311], [0.540, 1.619, 1.392]], "forces_ev_per_a": [[-1.38, -0.02, 1.49], [-0.27, -0.24, 1.02], [-0.58, 0.58, 0.57], [0.93, 1.31, 2.85], [-0.93, 2.25, -1.70], [1.20, -2.03, 1.16], [2.06, -1.55, -2.46], [2.10, -2.79, -0.16], [0.56, -0.89, -1.76], [0.20, -0.10, -0.64], [-0.46, 0.75, -0.74], [-0.33, -0.15, 0.62], [-2.72, 0.87, 1.03], [-1.08, -0.79, -0.38], [0.19, 2.05, -0.62], [0.51, 0.75, -0.28]], "mulliken_charge": [0.04, -0.44, -0.26, -0.98, 0.96, -0.96, 0.66, -1.44, 0.36, 0.34, 0.30, 0.26, 0.45, 0.26, 0.06, 0.38], "homo_lumo_gap_ev": 8.7, "homo_energy_ha": -0.32129, "charge": 0, "smiles": "C=C(C)C.O=C=NBr", "lumo_energy_ev": -0.03}

---

{"formula": "C5H8BrNO2", "method": "wB97M-V/def2-TZVPD", "symbols": ["Br", "O", "O", "N", "C", "C", "C", "C", "C", "H", "H", "H", "H", "H", "H", "H", "H"], "positions_angstrom": [[-2.619, 0.239, -0.201], [-0.186, 2.156, 0.646], [1.134, -1.072, 0.272], [-0.068, 0.801, 1.084], [-1.144, -0.424, -1.351], [0.460, -1.980, 1.213], [0.555, 0.106, 0.034], [0.631, 2.262, -0.414], [1.173, 1.122, -0.791], [1.017, -2.867, 1.015], [0.709, -1.669, 2.312], [0.676, 3.311, -0.815], [-1.206, 0.156, -2.264], [-0.547, -2.188, 0.836], [-1.468, -1.412, -1.465], [-0.950, 0.503, 1.485], [1.831, 0.957, -1.596]], "forces_ev_per_a": [[-0.54, -0.09, -0.47], [-0.46, -0.43, 0.76], [-0.17, -0.22, 0.81], [1.50, 0.44, -0.46], [0.64, 1.78, 2.18], [1.58, 1.01, 0.15], [-2.03, -0.61, -0.74], [-0.10, 2.16, -0.38], [0.05, -0.25, 0.34], [0.33, -0.83, 0.22], [-1.21, -0.33, -2.02], [0.14, -1.42, 0.48], [0.22, 0.08, -0.06], [-0.18, 0.56, 0.77], [0.03, -1.65, -0.48], [-0.26, 0.04, -0.42], [0.47, -0.24, -0.69]], "mulliken_charge": [-0.25, -0.25, -0.29, -0.33, -0.76, -0.68, 1.00, -0.05, -1.02, 0.30, 0.25, 0.39, 0.33, 0.31, 0.34, 0.31, 0.40], "homo_lumo_gap_ev": 8.4, "homo_energy_ha": -0.27860, "charge": 0, "lumo_energy_ev": 0.84}

---

{"formula": "C5H8Cl2", "method": "wB97M-V/def2-TZVPD", "symbols": ["Cl", "Cl", "C", "C", "C", "C", "C", "H", "H", "H", "H", "H", "H", "H", "H"], "positions_angstrom": [[0.525, 2.916, 0.710], [1.857, -0.948, 1.788], [-0.327, 1.423, 1.205], [0.046, 0.337, 0.222], [-0.923, -0.235, -0.479], [1.519, -0.080, 0.253], [-0.829, -1.388, -1.448], [-1.500, -2.210, -1.157], [0.188, -1.805, -1.435], [-1.399, 1.642, 1.177], [-1.924, 0.170, -0.335], [-0.024, 1.194, 2.207], [-1.177, -1.065, -2.430], [1.774, -0.762, -0.519], [2.196, 0.811, 0.240]], "forces_ev_per_a": [[0.08, 0.49, 0.15], [0.07, -0.05, 0.17], [-0.20, -0.10, -1.09], [0.61, -0.06, 0.87], [-0.30, -0.51, -0.43], [-0.65, 1.34, 0.47], [0.13, -0.04, 0.73], [0.10, 0.30, 0.10], [-0.35, 0.17, -0.49], [0.29, -0.11, 0.02], [0.07, -0.02, -0.07], [0.23, -0.11, 0.52], [0.38, -0.08, -0.16], [0.20, -0.39, -0.72], [-0.66, -0.82, -0.07]], "mulliken_charge": [-0.21, -0.20, -0.52, 0.47, -0.26, -0.61, -1.10, 0.29, 0.28, 0.30, 0.26, 0.35, 0.30, 0.31, 0.33], "homo_lumo_gap_ev": 10.7, "homo_energy_ha": -0.35921, "charge": 0, "smiles": "CC=C(CCl)CCl", "lumo_energy_ev": 0.88}

---

{"formula": "C5H8Cl2S", "method": "wB97M-V/def2-TZVPD", "symbols": ["Cl", "Cl", "S", "C", "C", "C", "C", "C", "H", "H", "H", "H", "H", "H", "H", "H"], "positions_angstrom": [[-0.465, 2.197, 0.552], [-2.952, 0.850, -0.106], [2.994, 1.426, -0.572], [2.267, 1.304, 0.887], [-0.362, -0.399, -0.242], [-0.919, -1.508, -1.127], [-0.709, -0.536, 1.189], [-1.224, 0.689, 0.333], [-0.631, -1.469, -2.187], [1.974, 1.896, -1.367], [0.675, 0.064, -0.468], [-1.314, -1.415, 1.334], [-0.471, -2.450, -0.722], [2.987, 1.093, 1.586], [-2.064, -1.443, -0.863], [0.215, -0.297, 1.774]], "forces_ev_per_a": [[-0.48, 1.19, 0.13], [0.59, -0.27, 0.26], [0.14, 0.46, 0.07], [-1.46, 0.58, -1.98], [1.58, 1.02, -2.07], [-0.93, 0.04, 1.34], [1.43, 1.86, -0.32], [-0.40, -2.27, 0.52], [-0.62, 0.32, 0.29], [0.07, -0.41, 0.36], [-1.81, -1.30, 0.28], [-0.33, 0.22, 0.70], [-0.65, 0.50, -0.36], [2.29, -0.87, 1.76], [2.07, -0.73, -1.26], [-1.47, -0.32, 0.27]], "mulliken_charge": [-0.13, -0.22, -0.06, -0.32, 0.67, -1.11, -0.82, 0.52, 0.36, 0.17, -0.37, 0.35, 0.27, 0.20, 0.21, 0.27], "homo_lumo_gap_ev": 8.2, "homo_energy_ha": -0.31857, "charge": 0, "lumo_energy_ev": -0.46}

---

{"formula": "C5H8Cl2Si", "method": "wB97M-V/def2-TZVPD", "symbols": ["Cl", "Cl", "Si", "C", "C", "C", "C", "C", "H", "H", "H", "H", "H", "H", "H", "H"], "positions_angstrom": [[-0.528, 1.191, -3.145], [0.239, 2.961, -0.208], [-0.858, 1.599, -1.153], [-1.744, -0.179, 0.852], [1.857, 0.121, -0.486], [-0.549, 0.187, 0.023], [3.084, -0.500, -0.557], [0.665, -0.337, 0.287], [1.547, 1.002, -1.006], [-2.516, -0.683, 0.227], [3.903, -0.010, -0.994], [0.826, -0.958, 1.090], [3.415, -1.345, -0.016], [-1.430, -0.770, 1.649], [-2.279, 2.269, -1.279], [-2.196, 0.710, 1.152]], "forces_ev_per_a": [[0.39, 0.07, 0.20], [0.85, 1.78, 0.19], [-2.05, -0.18, -0.67], [-0.15, -0.56, -2.55], [0.85, -2.43, 0.77], [0.20, -0.79, -0.03], [-2.70, 2.16, 0.52], [0.10, 2.08, -2.55], [1.13, 0.43, -0.71], [0.50, 0.01, 0.46], [0.76, 0.71, -1.12], [0.14, -1.68, 1.72], [-0.45, -1.02, 0.69], [0.12, -1.06, 1.52], [1.27, -1.01, 0.50], [-0.95, 1.50, 1.06]], "mulliken_charge": [-0.25, -0.23, 0.65, -1.37, -0.03, 0.46, -1.05, -0.21, 0.13, 0.31, 0.29, 0.38, 0.31, 0.38, -0.15, 0.37], "homo_lumo_gap_ev": 9.4, "homo_energy_ha": -0.32586, "charge": 0, "smiles": "C=C/C=C(/C)[SiH](Cl)Cl", "lumo_energy_ev": 0.50}

---

{"formula": "C5H8ClF3O", "method": "wB97M-V/def2-TZVPD", "symbols": ["Cl", "F", "F", "F", "O", "C", "C", "C", "C", "C", "H", "H", "H", "H", "H", "H", "H", "H"], "positions_angstrom": [[3.337, -2.282, -1.018], [0.794, -2.245, -0.765], [2.294, 0.369, -1.634], [2.702, 0.515, 0.476], [0.470, 1.934, 0.094], [1.826, 0.021, -0.423], [-0.175, -0.078, 1.113], [1.884, -1.666, -0.223], [0.386, 0.555, -0.165], [-0.505, 0.253, -1.386], [0.537, 0.022, 1.925], [-1.079, 0.458, 1.383], [-1.341, -0.380, -1.102], [1.923, -1.878, 0.846], [-0.904, 1.186, -1.783], [-0.420, -1.124, 0.960], [0.807, 2.398, -0.679], [0.047, -0.249, -2.178]], "forces_ev_per_a": [[5.56, -2.35, -3.01], [-0.75, -0.22, -0.39], [-0.06, 0.13, -0.44], [-0.09, -0.14, -0.01], [0.11, 0.36, 0.16], [-0.36, -1.82, 1.34], [0.18, 0.26, -0.27], [-4.36, 3.87, 2.37], [-0.17, -0.51, -0.12], [0.12, 0.01, 0.01], [0.08, 0.02, 0.16], [-0.14, 0.09, 0.00], [-0.04, -0.03, -0.02], [-0.03, 0.35, 0.37], [0.02, 0.01, 0.02], [-0.01, -0.03, 0.00], [0.01, 0.00, -0.11], [-0.09, 0.00, -0.05]], "mulliken_spin": [1.30, 0.02, 0.01, 0.01, 0.02, 0.13, 0.03, 0.46, 0.00, 0.01, -0.01, 0.00, 0.00, 0.04, 0.00, -0.01, 0.00, 0.00], "homo_lumo_gap_ev": [5.1, 6.3], "homo_energy_ha": [-0.15993, -0.39917], "multiplicity": 3, "charge": 0, "s_squared": 2.005, "lumo_energy_ev": [0.73, -4.57]}

---

{"formula": "C5H8ClN", "method": "wB97M-V/def2-TZVPD", "symbols": ["Cl", "N", "C", "C", "C", "C", "C", "H", "H", "H", "H", "H", "H", "H", "H"], "positions_angstrom": [[1.119, -1.351, -1.600], [0.760, -1.705, 2.111], [0.710, -1.120, 1.030], [-1.560, -0.148, -0.027], [-1.825, 0.796, -0.855], [1.543, 0.894, -0.282], [1.070, -0.506, -0.067], [0.748, 1.342, -1.051], [2.563, 0.961, -0.612], [-1.922, 1.890, -0.784], [-1.316, -0.242, 0.964], [0.102, -1.747, 2.820], [-1.530, -1.179, -0.372], [1.452, 1.527, 0.674], [-1.913, 0.587, -1.949]], "forces_ev_per_a": [[-0.38, -0.47, 0.18], [1.91, 0.75, -2.37], [1.35, -0.55, 1.37], [-0.55, -2.80, -0.59], [-0.63, 2.74, -3.42], [-2.86, 1.92, 0.98], [1.09, -0.23, -0.82], [2.00, -0.61, 1.42], [0.29, -0.12, -0.47], [0.23, -0.57, 1.06], [-0.16, 1.30, 2.54], [-2.14, -0.12, 1.10], [-0.12, 0.12, -0.65], [0.08, -0.96, -1.30], [-0.12, -0.42, 0.97]], "mulliken_charge": [-0.18, -0.55, 0.32, -0.58, -0.57, -0.88, 0.26, 0.20, 0.34, 0.30, 0.32, 0.25, 0.26, 0.26, 0.24], "homo_lumo_gap_ev": 9.0, "homo_energy_ha": -0.30950, "charge": 0, "smiles": "CC(Cl)=C=N.C=C", "lumo_energy_ev": 0.61}

---

{"formula": "C5H8ClN", "method": "wB97M-V/def2-TZVPD", "symbols": ["Cl", "N", "C", "C", "C", "C", "C", "H", "H", "H", "H", "H", "H", "H", "H"], "positions_angstrom": [[2.854, -0.018, 0.342], [-1.643, -0.049, 0.928], [0.345, 1.276, -0.010], [1.200, 0.044, -0.403], [-1.057, -0.771, -0.191], [0.376, -1.186, -0.033], [-1.069, 0.757, -0.137], [0.661, -2.019, -0.675], [0.550, 2.104, -0.657], [-1.772, -1.395, -0.763], [0.526, 1.560, 1.031], [-1.096, -0.073, 1.780], [1.365, 0.026, -1.487], [-1.843, 1.258, -0.704], [0.602, -1.514, 0.980]], "forces_ev_per_a": [[-0.42, 0.19, -0.19], [-0.17, 0.07, 0.15], [0.18, -0.99, 0.46], [0.00, 0.11, 0.05], [-0.56, 0.43, 0.03], [0.60, -0.62, -0.12], [-0.92, -1.04, -0.52], [-0.12, -0.05, -0.07], [0.07, 0.56, -0.27], [0.62, 0.59, 0.27], [0.19, 0.10, -0.14], [0.27, -0.03, -0.11], [0.03, 0.20, 0.29], [0.29, 0.41, -0.05], [-0.04, 0.06, 0.21]], "mulliken_charge": [-0.23, -0.63, -0.95, 0.21, -0.07, -1.05, -0.08, 0.37, 0.35, 0.39, 0.30, 0.29, 0.35, 0.43, 0.33], "homo_lumo_gap_ev": 10.5, "homo_energy_ha": -0.34715, "charge": 0, "smiles": "Cl[C@@H]1C[C@@H]2N[C@@H]2C1", "lumo_energy_ev": 1.03}

---

{"formula": "C5H8ClN2O", "method": "wB97M-V/def2-TZVPD", "symbols": ["Cl", "O", "N", "N", "C", "C", "C", "C", "C", "H", "H", "H", "H", "H", "H", "H", "H"], "positions_angstrom": [[3.761, 0.401, 0.612], [0.462, -1.566, 1.312], [1.309, 0.938, 0.091], [-0.976, 0.105, -0.543], [2.123, 0.035, 0.632], [-1.409, -0.210, -1.692], [1.618, -1.308, 1.189], [0.132, 0.933, -0.516], [-1.829, -0.143, 0.522], [0.089, 1.852, -1.132], [-2.433, -0.637, -1.897], [-2.217, -1.078, 0.663], [2.493, -1.805, 1.587], [1.900, 1.686, -0.200], [-0.789, 0.062, -2.500], [-2.712, 0.576, 0.364], [-1.522, 0.160, 1.506]], "forces_ev_per_a": [[0.70, 0.07, 0.27], [-0.86, -0.45, -0.32], [1.18, -2.38, 0.28], [1.43, -0.63, -0.72], [-1.92, -1.86, 0.84], [-1.66, -0.77, -1.76], [1.88, 3.12, -0.22], [-0.07, 3.32, -1.00], [-3.25, 3.72, 3.06], [-0.66, -0.95, 0.29], [1.30, 0.51, 0.68], [-0.57, -2.72, -0.44], [0.05, -1.21, 0.20], [-0.06, 1.23, -0.37], [0.51, -0.05, -1.01], [0.95, -1.12, 0.17], [1.05, 0.16, 0.07]], "mulliken_charge": [-0.15, -0.45, -0.15, 0.13, 0.34, -0.31, 0.06, -0.31, -0.99, 0.42, 0.30, 0.45, 0.32, 0.23, 0.37, 0.39, 0.37], "homo_lumo_gap_ev": [6.8, 6.8], "homo_energy_ha": [-0.44564, -0.44306], "charge": 1, "smiles": "C=[N+](C)/C=[NH+]\\C(Cl)=C/[O-]", "lumo_energy_ev": [-5.28, -5.23]}

---

{"formula": "C5H8ClNO", "method": "wB97M-V/def2-TZVPD", "symbols": ["Cl", "O", "N", "C", "C", "C", "C", "C", "H", "H", "H", "H", "H", "H", "H", "H"], "positions_angstrom": [[-2.805, 1.043, -0.252], [-0.651, 0.603, 1.790], [-1.548, -2.336, 0.511], [-1.048, -1.359, 0.117], [1.650, -0.093, 0.895], [-0.027, 0.082, -1.825], [-0.322, -0.310, -0.372], [0.223, 0.574, 0.735], [1.081, 0.388, -1.820], [-0.593, 0.915, -2.122], [1.659, -0.953, 0.361], [-0.353, -0.777, -2.411], [-1.561, 0.435, 1.605], [1.689, -0.287, 1.891], [0.254, 1.523, 0.245], [2.351, 0.551, 0.650]], "forces_ev_per_a": [[1.10, -0.69, -0.17], [2.75, -0.11, 2.33], [0.68, 1.23, -0.40], [-1.44, -3.64, 0.17], [-4.66, 0.94, 1.04], [1.76, -2.11, 1.90], [-1.11, 4.61, -0.59], [-1.18, -1.20, -2.24], [-1.49, -0.80, -0.50], [-0.87, 1.18, 0.03], [0.59, -2.80, -1.55], [0.73, 0.17, -0.54], [-1.22, 0.13, -1.05], [0.42, -0.90, 3.01], [0.54, 1.05, -0.03], [3.39, 2.94, -1.42]], "mulliken_charge": [-0.42, -0.50, -0.42, 0.36, -1.59, -1.05, -0.04, 0.62, 0.29, 0.33, 0.53, 0.36, 0.29, 0.50, 0.36, 0.38], "homo_lumo_gap_ev": [6.8, 6.7], "homo_energy_ha": [-0.35542, -0.35385], "charge": 0, "lumo_energy_ev": [-2.91, -2.95]}

---

Across the entries above, total energy takes the values -89921.7632; -76843.0531; -78891.8509; -80937.0795; -30359.3572; -41189.8898; -38238.0899; -28030.1572; -19323.5089; -19326.3929; -22853.8749; -21370.8991 eV, respectively.
Across the entries above, relative energy (zero: lowest compared OMol25 entry of this formula, charge and spin) takes the values 434.0; 313.2; 335.0; 476.7; 50.6; 452.8; 129.0; 204.1; 332.1; 53.9; 408.6; 425.2 kJ/mol, respectively.